Density functional theory data (ωB97M-V/def2-TZVPD) for a gas-phase ion, C5H6NS (charge +1) in a non-equilibrium geometry.

Results
* multiplicity: 3
* ΔE to the lowest compared entry with this formula, charge and spin: 1.3140 eV
* electronic energy: -17593.7246 eV
* LUMO energy (alpha / beta): -3.691 / -8.000 eV
* HOMO level (alpha / beta): -14.15 / -15.17 eV
* net charge: +1
* <S²>: 2.03
* F_max: 0.0646 Eh/bohr

Structure (XYZ):
```
13
Properties=species:S:1:pos:R:3:lowdin_charge:R:1
C -2.352 -0.831 -0.727 0.200
C -2.505 0.182 0.038 -0.400
C 0.764 -1.033 1.589 -0.005
C 0.310 -0.090 0.562 -0.727
C 1.266 0.644 -0.443 -0.020
N 0.232 -1.563 0.572 0.179
S -1.145 0.855 0.900 1.208
H -1.809 -1.550 -1.353 0.106
H -3.304 0.789 0.419 0.072
H 1.236 -1.194 2.548 0.144
H 0.569 1.187 -1.081 0.074
H 1.671 -0.146 -1.027 0.081
H 2.066 1.152 0.060 0.088
```

Density functional theory data (ωB97M-V/def2-TZVPD) for a single C25H36N4O molecule in a non-equilibrium geometry.

Results
* multiplicity: 1
* ΔE to the lowest compared entry with this formula, charge and spin: 2.6646 eV
* electronic energy: -34517.7781 eV
* LUMO energy: -0.047 eV
* SMILES: CCCCCCCCNC(=O)/C(C#N)=C/c1cn(CCCN(C)C)c2ccccc12
* HOMO level: -7.88 eV
* F_max: 0.0280 Eh/bohr

Structure (XYZ):
```
66
Properties=species:S:1:pos:R:3:lowdin_charge:R:1
C -11.428 -0.708 -0.122 -0.117
C -10.793 -0.070 1.108 -0.274
C -9.334 -0.480 1.315 -0.234
C -8.395 0.059 0.238 -0.229
C -6.937 -0.287 0.532 -0.227
C -5.996 0.236 -0.550 -0.227
C -4.540 -0.117 -0.260 -0.197
C -3.610 0.397 -1.360 -0.185
N -2.233 0.055 -1.100 0.065
C -1.277 0.982 -0.861 -0.465
O -1.485 2.181 -0.896 0.055
C 0.075 0.422 -0.566 -0.141
C 0.213 -0.970 -0.518 -0.223
N 0.276 -2.120 -0.489 0.169
C 1.098 1.296 -0.364 0.059
C 2.458 1.016 -0.079 -0.133
C 3.087 -0.209 0.079 0.029
N 4.398 -0.044 0.349 -0.042
C 5.363 -1.097 0.493 -0.131
C 6.086 -1.385 -0.828 -0.149
C 7.314 -2.261 -0.582 -0.223
N 8.248 -1.617 0.329 -0.293
C 9.066 -0.624 -0.338 -0.103
C 9.077 -2.576 1.030 -0.106
C 4.685 1.301 0.361 -0.162
C 5.888 1.959 0.585 -0.010
C 5.876 3.337 0.542 -0.089
C 4.701 4.046 0.286 -0.091
C 3.505 3.398 0.067 -0.018
C 3.489 2.007 0.102 -0.113
H -11.340 -1.791 -0.076 0.073
H -10.949 -0.361 -1.034 0.062
H -12.484 -0.452 -0.177 0.067
H -11.365 -0.365 1.992 0.101
H -10.853 1.017 1.025 0.104
H -9.001 -0.107 2.287 0.110
H -9.267 -1.570 1.340 0.112
H -8.502 1.145 0.177 0.119
H -8.668 -0.358 -0.732 0.107
H -6.651 0.139 1.497 0.116
H -6.833 -1.373 0.608 0.117
H -6.095 1.321 -0.623 0.119
H -6.284 -0.188 -1.515 0.116
H -4.436 -1.203 -0.180 0.115
H -4.238 0.319 0.694 0.120
H -3.911 -0.022 -2.327 0.126
H -3.655 1.487 -1.418 0.122
H -2.001 -0.924 -1.023 0.121
H 0.824 2.342 -0.437 0.127
H 2.660 -1.192 0.021 0.116
H 4.851 -1.996 0.844 0.135
H 6.110 -0.804 1.235 0.122
H 6.382 -0.438 -1.282 0.105
H 5.413 -1.890 -1.523 0.118
H 6.983 -3.196 -0.122 0.118
H 7.789 -2.510 -1.546 0.124
H 9.735 -1.067 -1.093 0.089
H 8.432 0.110 -0.830 0.071
H 9.675 -0.110 0.404 0.085
H 9.712 -2.043 1.737 0.083
H 9.722 -3.159 0.355 0.088
H 8.442 -3.263 1.588 0.083
H 6.798 1.415 0.786 0.102
H 6.794 3.882 0.710 0.100
H 4.736 5.125 0.262 0.100
H 2.602 3.956 -0.128 0.111
```